Entry from the OMol25 dataset: C24H37N3OP2Ru as an isolated structure in a non-equilibrium geometry (ωB97M-V/def2-TZVPD).

Structure (XYZ):
```
68
Properties=species:S:1:pos:R:3:forces:R:3:lowdin_spin:R:1
C -1.7069 2.8511 -3.6877 -0.4 -0.6 0.6 0.00
C -1.4351 1.6838 -2.9860 0.6 1.0 -1.8 0.01
C -0.0415 1.2730 -2.9643 0.4 0.8 -1.1 0.01
C 1.0164 2.2505 -3.1960 -2.8 -0.3 0.2 0.01
C 0.6220 3.5196 -3.6714 -0.5 0.4 -0.6 0.01
C -0.6912 3.7448 -4.0725 1.7 0.7 0.3 0.01
C 2.3145 1.8309 -3.1273 2.0 1.8 2.0 0.01
C 2.5969 0.4971 -3.0469 -0.8 -2.2 0.6 0.00
C 1.5015 -0.4422 -2.8473 0.9 0.3 -1.2 0.02
C 1.7685 -1.8590 -2.7362 1.5 0.6 -1.1 0.00
C 3.0211 -2.2641 -3.1717 -0.9 -1.1 0.5 0.01
C 4.0519 -1.3702 -3.4934 1.0 1.3 0.1 0.00
C 3.8825 -0.0272 -3.2627 0.5 0.0 -0.5 0.01
H -2.7466 3.0798 -3.9560 0.4 0.0 0.3 0.00
H 1.4557 4.1906 -3.8748 -0.5 0.3 -0.1 0.00
H -0.9071 4.6502 -4.6517 -0.1 -0.4 0.4 0.00
H 3.1371 2.5865 -2.8034 -1.2 -1.2 -1.7 0.00
H 3.2274 -3.3458 -3.2520 -0.1 0.6 0.1 0.00
H 5.0171 -1.7025 -3.8862 -0.4 -0.2 0.3 0.00
H 4.6397 0.7472 -3.3924 0.3 -0.6 -0.1 0.00
N 0.2518 -0.0161 -2.9312 -1.2 -1.0 2.4 0.08
Ru -0.0045 -0.1369 0.2793 1.8 -1.3 -0.8 2.78
C -2.5384 0.8469 -2.4412 1.0 -0.6 1.0 0.01
H -2.6066 -0.1589 -2.8842 0.1 0.2 0.1 0.00
H -3.5124 1.3526 -2.5484 0.4 -0.2 0.5 0.00
C 0.7513 -2.8390 -2.2318 0.5 0.9 -0.2 0.02
H -0.1211 -2.9195 -2.9007 0.1 0.1 0.5 0.00
H 1.2448 -3.8113 -2.1436 -0.3 0.0 0.1 0.00
P -1.9735 0.6308 -0.6135 -3.4 1.6 -2.2 0.14
P 0.2648 -2.2661 -0.5471 -0.9 -1.5 -0.6 0.14
C 1.3453 -2.9897 0.6860 0.1 -0.4 -0.2 0.04
H 0.9238 -2.7399 1.6557 0.0 -0.1 0.2 0.00
H 1.4155 -4.0527 0.5565 0.1 -0.7 0.2 0.01
H 2.3341 -2.5428 0.6171 0.1 -0.1 -0.1 0.00
C -1.3736 -3.0166 -0.3545 0.2 -0.3 0.2 0.05
H -1.2428 -4.0937 -0.3023 -0.3 -0.3 0.0 0.01
H -1.7995 -2.6495 0.5792 -0.2 -0.3 -0.1 0.00
H -2.0123 -2.7475 -1.2047 0.2 -0.1 0.2 0.00
C -2.1493 2.2974 0.1500 0.1 -0.1 0.0 0.05
H -3.1257 2.7720 -0.0048 0.1 -0.3 -0.1 0.01
H -1.9976 2.1189 1.2222 0.0 0.3 -0.2 0.00
H -1.3636 2.9650 -0.2322 -0.2 -0.2 0.1 0.00
C -3.3046 -0.3579 0.1375 0.2 -0.1 0.3 0.04
H -2.9663 -0.5167 1.1677 -0.4 -0.2 0.0 0.00
H -4.2710 0.1584 0.1444 0.2 0.0 -0.1 0.01
H -3.3944 -1.3156 -0.3896 -0.1 0.3 0.3 0.00
H 0.9918 1.0116 0.0776 1.5 1.6 -0.2 0.12
H 1.6346 -0.6749 0.3294 -1.0 1.2 -0.6 0.06
C 0.7839 2.2999 2.8591 0.0 -0.1 -0.1 0.01
N 0.4348 1.2541 3.8422 -0.5 -0.9 -0.6 0.02
C 0.4170 1.6417 5.2449 0.0 0.3 0.6 0.00
C -0.1954 0.1636 3.3618 -0.6 -0.2 0.2 0.03
O -0.5730 0.1877 2.1188 0.1 0.2 1.6 0.25
N -0.5469 -0.9370 4.0625 0.2 0.6 -0.6 0.01
C -0.1918 -1.1618 5.4425 0.1 -0.4 0.9 0.00
C -1.3059 -2.0205 3.4213 -0.1 0.1 -0.2 0.00
H 1.3196 3.0798 3.4184 -0.1 -0.3 -0.5 0.00
H -0.1414 2.7117 2.4053 0.6 -0.1 0.2 0.00
H 1.4241 1.8639 2.0633 -0.3 0.5 0.6 0.01
H -0.5569 1.4389 5.7048 0.3 0.1 -0.1 0.00
H 1.2146 1.1735 5.8284 -0.2 0.1 -0.1 0.00
H 0.5820 2.7178 5.2614 -0.1 -0.1 0.2 0.00
H -0.8738 -0.6581 6.1409 0.2 -0.2 -0.2 0.00
H -0.2541 -2.2368 5.6336 0.1 0.2 0.0 0.00
H 0.8274 -0.8457 5.6498 0.0 -0.1 0.0 0.00
H -1.4885 -1.7503 2.3800 -0.1 -0.2 0.4 0.00
H -0.7243 -2.9560 3.4436 -0.2 0.3 0.2 0.00
H -2.2761 -2.1689 3.9245 0.4 0.0 -0.1 0.00
```
Positions in Å, forces in eV/Å.

Properties
Energy above the lowest of the compared OMol25 structures with the same formula, charge and spin = 0.0 kJ/mol
LUMO level (spin up / spin down) = -5.735 / -8.377 eV
Energy = -53147.8726 eV
Multiplicity = 5
HOMO level (spin up / spin down) = -12.895 / -12.892 eV
Strongest force on any atom = 4.302 eV/A
Charge = +2

Entry from the OMol25 dataset: C24H37N4OPSe2Te2W as an isolated structure in a non-equilibrium geometry (ωB97M-V/def2-TZVPD).

Structure (XYZ):
```
72
Properties=species:S:1:pos:R:3:forces:R:3:mulliken_charge:R:1
W 0.3698 2.0565 -1.1399 -1.8 0.7 -0.4 1.27
O -3.8400 2.3507 -0.3120 0.1 0.0 0.0 -0.80
C -2.6109 2.3195 -0.2507 0.0 0.1 0.1 -0.06
N -1.7887 1.7709 -1.1295 0.7 0.0 -0.4 0.67
C -2.4182 1.2748 -2.3204 0.0 -0.1 0.0 -1.17
C -1.4113 0.8139 -3.3216 -0.1 0.0 0.1 0.53
C -1.8489 0.2848 -4.5311 -0.1 0.0 0.0 -0.94
C -0.9356 -0.0905 -5.4888 0.1 0.0 0.0 -0.45
C 0.4152 0.0763 -5.2096 -0.1 0.0 -0.1 -1.05
C 0.7778 0.6003 -3.9926 0.1 -0.1 0.0 -0.07
N -0.1077 0.9554 -3.0446 0.3 0.0 -0.3 0.79
C -1.8848 2.8943 0.9296 -0.3 -0.1 -0.1 0.79
C -2.6342 3.3741 1.9888 0.0 0.0 0.0 -0.83
C -1.9888 3.8665 3.1055 0.1 0.0 0.0 -0.44
C -0.6034 3.8401 3.1130 -0.1 0.1 0.1 -1.14
C 0.0636 3.3500 2.0095 0.3 0.0 0.1 -0.26
N -0.5453 2.8847 0.9169 0.0 0.2 -0.3 0.31
H -3.0477 2.0412 -2.7857 0.0 0.1 0.0 0.59
H -3.0982 0.4451 -2.0896 0.0 0.0 0.0 0.46
H -2.9143 0.1941 -4.7013 0.0 0.0 0.0 0.53
H -1.2634 -0.4917 -6.4394 0.0 0.0 0.0 0.43
H 1.1818 -0.1814 -5.9268 0.0 0.0 0.0 0.47
H 1.8172 0.7601 -3.7569 0.0 0.0 0.0 0.26
H -3.7100 3.3396 1.8896 0.0 0.0 0.0 0.56
H -2.5459 4.2623 3.9453 0.0 0.0 0.0 0.46
H -0.0316 4.2027 3.9560 0.0 0.0 0.0 0.47
H 1.1433 3.3347 2.0142 0.0 0.0 0.0 0.38
Se 2.9261 1.7108 -1.7449 -0.2 0.3 0.0 -0.33
Te 4.2688 5.5988 -0.1142 -0.6 -0.1 -0.5 -0.29
Te 2.5212 3.5468 -0.1564 1.3 -0.5 0.9 0.14
Se -0.1076 4.0203 -2.3614 0.2 -0.2 0.3 -0.32
C -1.2062 -2.4127 -1.0339 0.0 0.0 -0.1 -1.93
C -1.0938 -1.9244 0.4195 0.0 0.0 0.0 2.74
C -2.2813 -0.9773 0.6377 0.0 0.0 0.1 -2.39
C -1.2495 -3.1189 1.3672 0.0 0.0 0.0 -1.98
P 0.5236 -0.9763 0.5684 0.1 -0.3 0.0 -0.02
N 0.4246 0.4039 -0.2097 0.2 -0.1 0.3 -1.41
C 0.9164 -0.6341 2.3730 0.0 0.0 0.0 2.23
C 1.3852 -1.8546 3.1770 0.0 0.0 0.0 -1.94
C 1.9998 0.4534 2.4498 0.1 -0.1 0.1 -1.51
C -0.3421 -0.0703 3.0509 0.0 0.0 0.0 -1.88
C 1.9012 -2.0240 -0.1848 0.0 0.0 0.0 2.47
C 3.2548 -1.4419 0.2511 0.0 0.0 0.0 -1.97
C 1.8274 -1.9018 -1.7198 0.0 0.0 0.0 -1.94
C 1.8844 -3.5085 0.1979 0.0 0.0 0.0 -2.07
H -2.2307 -2.7542 -1.2024 0.0 0.0 0.0 0.66
H -0.5442 -3.2487 -1.2508 0.0 0.0 0.0 0.28
H -1.0004 -1.6088 -1.7447 0.0 0.0 0.0 0.28
H -3.1890 -1.4863 0.3005 0.0 0.0 0.0 0.63
H -2.1634 -0.0661 0.0607 0.0 0.0 0.0 0.50
H -2.4315 -0.7107 1.6804 0.0 0.0 0.0 0.30
H -2.1682 -3.6466 1.0939 0.0 0.0 0.0 0.52
H -1.3603 -2.8034 2.4048 0.0 0.0 0.0 0.33
H -0.4309 -3.8347 1.3094 0.0 0.0 0.0 0.28
H 2.3554 -2.2238 2.8487 0.0 0.0 0.0 0.29
H 0.6731 -2.6805 3.1539 0.0 0.1 0.0 0.30
H 1.4946 -1.5467 4.2211 0.0 0.0 0.0 0.53
H 2.9970 0.0719 2.2493 0.0 0.0 0.0 0.32
H 2.0046 0.8671 3.4628 0.0 0.0 0.0 0.59
H 1.8081 1.2594 1.7498 0.0 0.1 -0.1 0.15
H -1.0908 -0.8401 3.2322 0.0 0.0 0.0 0.28
H -0.7960 0.7346 2.4743 0.0 0.0 0.0 0.19
H -0.0513 0.3364 4.0230 0.0 0.0 0.0 0.69
H 3.3168 -0.3706 0.0669 0.0 0.0 0.0 0.18
H 4.0355 -1.9256 -0.3417 0.0 0.0 0.0 0.67
H 3.4756 -1.6448 1.2977 0.0 0.0 -0.1 0.29
H 1.4314 -0.9370 -2.0216 0.0 0.0 0.0 0.37
H 1.2175 -2.6842 -2.1690 0.0 0.0 0.0 0.30
H 2.8348 -1.9923 -2.1326 0.0 0.0 0.0 0.54
H 1.9345 -3.6719 1.2753 0.0 0.0 -0.1 0.29
H 2.7696 -3.9759 -0.2438 0.0 0.0 0.0 0.53
H 1.0152 -4.0351 -0.1931 0.0 0.0 0.0 0.34
```
Positions in Å, forces in eV/Å.

Properties
LUMO level (spin up / spin down) = -1.102 / -1.211 eV
Energy = -189892.1985 eV
HOMO level (spin up / spin down) = -6.544 / -6.579 eV
Strongest force on any atom = 1.949 eV/A
Charge = 0

Entry from the OMol25 dataset: a 6-piece molecular cluster, C24H37NO19 overall in a non-equilibrium geometry (ωB97M-V/def2-TZVPD).

Structure (XYZ):
```
81
Properties=species:S:1:pos:R:3:forces:R:3:mulliken_charge:R:1
N 0.4656 -2.2970 -4.7919 -0.2 0.6 0.5 -0.63
C 0.2965 -1.2564 -3.7415 -0.2 0.3 -0.3 -0.24
C 1.5044 -0.1934 -3.6513 0.5 -0.8 3.1 0.15
O 2.4655 -0.1252 -4.7442 -2.6 1.9 -0.9 -0.41
C 2.0658 1.0568 -5.4371 0.5 -0.8 -1.0 0.60
O 2.1060 1.1531 -6.6687 -0.1 0.5 4.7 -0.55
O 1.6768 1.9874 -4.4371 0.5 -0.7 -1.8 -0.37
C 1.1004 1.3158 -3.2840 -0.2 -0.2 -0.5 1.00
O -0.2808 1.6997 -3.3068 0.8 -0.8 0.4 -0.51
H 1.4443 -2.4465 -5.0572 -0.7 0.3 -0.1 0.26
H -0.1344 -2.0787 -5.5923 0.8 -0.1 0.3 0.25
H -0.7113 -0.7367 -3.9386 1.8 -0.6 0.4 -0.09
H 0.2299 -1.7538 -2.7116 0.1 0.8 -1.5 0.31
H 2.1672 -0.5082 -2.7591 -1.1 0.2 -1.4 0.30
H 1.5156 1.6121 -2.2686 -0.1 -0.1 -1.8 -0.38
H -0.5514 2.1163 -2.4643 0.6 -0.5 -0.5 0.35
C 3.4236 6.0588 -1.0016 0.1 -0.2 -0.4 -1.40
C 2.5348 5.1468 -0.1843 0.5 1.0 -0.3 0.52
C 3.1996 4.5524 1.0210 0.3 0.2 0.5 -0.45
O 2.4171 3.3793 1.2346 -0.5 -0.5 -0.7 -0.37
C 1.9641 2.9978 0.0083 0.0 -0.3 0.2 0.64
O 1.4499 1.9398 -0.2245 0.2 0.6 0.2 -0.57
O 2.1772 3.9760 -0.9177 -0.3 -0.8 0.5 -0.32
H 2.9963 6.2224 -1.9941 -0.1 0.1 0.2 0.41
H 3.5459 7.0254 -0.5073 -0.1 -0.1 0.0 0.35
H 4.4138 5.6216 -1.1520 -0.1 0.0 0.1 0.28
H 1.6085 5.6694 0.0806 0.0 -0.1 0.1 0.22
H 3.1684 5.2107 1.8908 -0.1 -0.2 0.0 0.34
H 4.2323 4.2409 0.8429 -0.3 0.2 -0.1 0.37
C -6.3737 -0.7267 -2.6234 -0.1 -0.3 -0.1 -1.56
C -4.9127 -0.5921 -2.2541 -1.2 0.2 0.0 0.63
C -4.0740 0.0879 -3.2943 0.0 0.6 -0.1 -0.62
O -2.7775 -0.4193 -2.9960 0.0 -0.6 0.3 -0.23
C -2.9665 -1.6635 -2.4656 0.7 -0.7 0.1 0.63
O -2.0959 -2.4648 -2.2918 -0.8 0.5 0.0 -0.54
O -4.2825 -1.8688 -2.1653 0.8 0.0 -0.1 -0.37
H -6.8642 -1.4659 -1.9854 0.1 0.2 0.1 0.37
H -6.8904 0.2293 -2.5154 0.1 -0.1 0.0 0.39
H -6.4954 -1.0691 -3.6548 0.1 0.0 0.0 0.36
H -4.8189 -0.1057 -1.2767 0.1 0.0 -0.1 0.24
H -4.0997 1.1757 -3.2165 0.2 -0.1 0.0 0.34
H -4.3244 -0.2060 -4.3187 -0.2 0.0 0.1 0.31
C -4.5752 -4.9408 2.1426 -0.4 0.0 0.0 -1.61
C -4.4290 -3.5256 1.6305 0.1 -1.3 0.1 0.95
C -3.3663 -2.7274 2.3229 0.7 -0.1 -0.1 -0.42
O -3.8141 -1.3937 2.0976 -0.7 0.2 -0.1 -0.34
C -5.1748 -1.4555 2.0140 -0.4 0.5 0.1 0.59
O -5.8971 -0.5011 2.0362 0.4 -0.6 -0.1 -0.57
O -5.5968 -2.7492 1.9058 0.1 1.0 0.0 -0.39
H -5.5279 -5.3695 1.8203 0.1 0.1 -0.1 0.39
H -3.7645 -5.5706 1.7762 -0.1 0.2 0.0 0.40
H -4.5682 -4.9733 3.2352 0.1 0.1 -0.1 0.27
H -4.2851 -3.5353 0.5442 0.1 0.1 0.1 0.09
H -2.3733 -2.8869 1.9013 -0.1 0.2 0.0 0.34
H -3.3295 -2.8933 3.4042 -0.1 -0.2 -0.1 0.32
C 8.1177 8.9345 -0.1430 0.1 -0.1 -0.3 -1.46
C 7.2271 8.0222 0.6719 0.6 1.0 -0.4 0.56
C 7.8910 7.4239 1.8763 0.2 0.3 0.6 -0.55
O 7.1080 6.2529 2.0863 -0.3 -0.4 -0.5 -0.31
C 6.6531 5.8736 0.8578 -0.1 -0.6 -0.1 0.64
O 6.1383 4.8185 0.6241 0.6 0.8 0.1 -0.59
O 6.8675 6.8541 -0.0650 -0.3 -0.7 0.5 -0.33
H 7.6910 9.1014 -1.1351 -0.1 0.1 0.2 0.37
H 8.2418 9.8994 0.3533 -0.1 -0.1 0.0 0.39
H 9.1075 8.4958 -0.2947 -0.1 0.0 0.1 0.34
H 6.3020 8.5456 0.9382 0.0 -0.1 0.1 0.26
H 7.8612 8.0797 2.7474 -0.1 -0.2 0.0 0.31
H 8.9242 7.1112 1.6957 0.0 0.2 -0.1 0.33
C -1.9837 -9.4720 6.0977 0.4 0.0 0.0 -1.45
C -2.6416 -8.3080 5.3893 0.2 -0.9 0.7 0.51
C -3.3576 -8.6789 4.1245 -0.6 -0.3 -0.1 -0.53
O -3.3540 -7.4438 3.4159 0.6 0.4 0.1 -0.26
C -2.2280 -6.7781 3.8166 0.5 0.7 -0.4 0.62
O -1.7887 -5.8016 3.2789 -0.4 -0.8 0.5 -0.50
O -1.6716 -7.3794 4.9070 -0.3 0.5 -0.7 -0.36
H -1.2526 -9.1140 6.8267 -0.2 0.0 0.0 0.36
H -2.7276 -10.0811 6.6158 0.0 0.1 0.0 0.38
H -1.4425 -10.1127 5.3963 -0.1 0.1 0.0 0.34
H -3.2985 -7.7724 6.0838 -0.1 0.0 -0.1 0.26
H -4.3757 -9.0293 4.3002 0.0 0.2 -0.1 0.32
H -2.8220 -9.4169 3.5190 0.1 0.0 0.2 0.30
```
Positions in Å, forces in eV/Å.

Properties
Energy above the lowest of the compared OMol25 structures with the same formula, charge and spin = 112.8 kJ/mol
LUMO level = 0.374 eV
Energy = -65880.6867 eV
HOMO level = -8.406 eV
Strongest force on any atom = 4.696 eV/A
Charge = 0
SMILES = NC[C@H]1OC(=O)O[C@H]1O.C[C@@H]1COC(=O)O1.C[C@@H]1COC(=O)O1.C[C@@H]1COC(=O)O1.C[C@@H]1COC(=O)O1.C[C@@H]1COC(=O)O1

Entry from the OMol25 dataset: C24H37O2SiSn as an isolated structure in a non-equilibrium geometry (ωB97M-V/def2-TZVPD).

Structure (XYZ):
```
65
Properties=species:S:1:pos:R:3:forces:R:3:nbo_charge:R:1
O 0.1272 0.6955 -4.5663 0.3 0.5 -0.9 -0.60
C 0.0785 2.0929 -4.9344 -0.1 -0.4 -0.5 -0.07
C 0.1338 1.7181 -6.4100 -0.1 0.0 0.0 -0.45
H 0.9668 2.6431 -4.6133 -0.1 0.0 0.3 0.17
H -0.8576 2.5694 -4.6132 0.3 0.0 0.1 0.18
C 0.2938 0.2515 -5.9271 -0.1 0.4 -1.2 0.29
H 0.9897 2.1437 -6.9357 -0.3 -0.1 -0.2 0.22
H -0.8180 1.9319 -6.8861 0.1 -0.1 -0.5 0.22
C 1.6189 -0.3941 -6.3066 0.3 -0.3 0.1 -0.64
H 2.5011 0.1392 -5.9217 -0.3 -0.1 -0.2 0.21
H 1.6727 -0.4276 -7.4129 0.0 0.1 0.6 0.23
H 1.6544 -1.4355 -5.9443 0.1 0.5 -0.1 0.23
C -0.7949 -0.7169 -6.3086 -0.4 -0.2 -0.2 -0.63
H -1.8050 -0.2992 -6.1971 0.3 -0.1 0.0 0.21
H -0.7042 -1.6210 -5.6905 -0.1 0.2 -0.2 0.21
H -0.6444 -1.0267 -7.3522 -0.2 0.1 0.2 0.23
Sn -0.4477 1.3588 0.5869 -1.7 -0.4 1.2 1.25
C -1.8399 0.0876 2.2378 0.3 -0.2 -0.2 -0.40
C -2.3755 1.3448 2.6342 0.2 -0.1 -0.1 -0.28
C -3.1878 1.8306 1.5845 0.1 -0.2 -0.3 -0.28
H -2.2461 1.8052 3.6183 0.0 -0.2 -0.5 0.26
C -3.1526 0.8970 0.5098 0.4 0.0 0.2 -0.30
C -2.3020 -0.1980 0.9010 0.0 0.3 0.3 -0.45
H -2.1682 -1.1558 0.3926 -0.1 0.4 0.1 0.27
H -1.2673 -0.5930 2.8744 -0.3 0.4 -0.3 0.28
H -3.8226 2.7153 1.6460 0.4 -0.2 -0.2 0.26
H -3.7441 0.9392 -0.4077 0.4 0.1 0.3 0.26
C 1.4082 -1.4927 2.5677 -1.2 0.2 -0.7 -0.40
C 0.4545 -2.5468 1.9861 0.8 -0.5 -0.9 -0.12
C 0.5643 -2.5537 0.6188 -0.3 -0.3 1.6 -0.26
H -0.1057 -3.2375 2.6161 0.3 0.1 -0.3 0.24
C 1.3769 -1.4206 0.2020 0.3 1.1 1.2 -0.19
C 1.7141 -0.6762 1.3207 0.5 -0.6 -0.8 -0.23
H 2.2883 0.2498 1.4034 0.2 -0.5 -0.3 0.24
H 2.3488 -1.9912 2.9098 -0.5 0.1 -0.5 0.31
H 0.1350 -3.2938 -0.0585 0.0 0.3 0.3 0.24
H 1.6689 -1.2470 -0.8312 -0.1 0.1 0.4 0.24
O 1.4408 -1.2508 -3.4275 -0.4 1.4 1.3 -0.53
C 0.1126 -1.3602 -2.8934 0.0 -0.7 0.1 -0.07
C -0.3662 -0.0073 -2.3224 0.4 0.0 -0.2 -0.45
H 0.0850 -2.1344 -2.1173 0.1 0.0 0.0 0.16
H -0.4966 -1.7364 -3.7150 -0.3 0.2 0.2 0.20
C 0.9176 0.8653 -2.2758 -0.4 -0.6 -0.1 -0.41
H -0.8407 -0.1120 -1.3279 0.0 -0.3 -0.5 0.17
H -1.0383 0.4119 -3.0722 -0.3 0.0 0.9 0.27
C 1.9961 -0.0012 -2.9479 0.7 -0.3 0.4 -0.07
H 1.2121 1.0929 -1.2428 0.3 -0.1 -0.1 0.16
H 0.7725 1.8108 -2.7859 0.1 0.0 0.3 0.23
H 2.7219 -0.2252 -2.1441 0.2 -0.1 -0.7 0.16
H 2.4975 0.5045 -3.7885 -0.2 -0.2 0.5 0.21
C -1.4593 1.1573 6.5648 -0.1 0.1 -0.1 -1.11
Si 0.1304 0.1775 6.5321 -0.3 0.1 0.4 1.59
C 1.5262 1.2228 7.1924 0.3 0.1 -0.1 -1.11
C -0.0732 -1.4538 7.4349 0.1 -0.3 -0.1 -1.10
C 0.5064 -0.2752 4.7779 0.8 -0.8 -1.7 -0.43
C 0.8937 -0.7649 3.7218 -0.5 0.7 1.9 -0.02
H -1.9147 1.1025 7.5620 0.0 0.0 -0.2 0.25
H -2.1780 0.7653 5.8345 0.0 0.0 0.2 0.23
H -1.2772 2.2153 6.3355 -0.1 -0.2 0.0 0.24
H 1.6693 1.0694 8.2684 0.0 0.0 -0.2 0.25
H 2.4649 0.9748 6.6819 -0.1 0.0 0.2 0.25
H 1.3286 2.2899 7.0294 0.0 -0.2 0.0 0.24
H -1.0934 -1.8455 7.3139 0.2 0.1 0.0 0.25
H 0.6165 -2.1964 7.0073 -0.2 0.1 0.2 0.25
H 0.1333 -1.3832 8.5112 -0.1 0.1 -0.3 0.25
```
Positions in Å, forces in eV/Å.

Properties
Energy above the lowest of the compared OMol25 structures with the same formula, charge and spin = 7.1 kJ/mol
LUMO level = -3.867 eV
Energy = -43281.4528 eV
HOMO level = -11.898 eV
Strongest force on any atom = 2.149 eV/A
Charge = +1